Density functional theory data (wB97M-V/def2-TZVPD) for a molecular structure, C41H40IIrN6O2S2 in a non-equilibrium geometry.

Last column: Mulliken spin population.
Cartesian coordinates (Å):
Ir1 -0.11 -0.05 0.51  0.039
I1 0.84 -1.12 2.76  0.431
C1 0.37 0.71 3.71  0.028
C2 0.84 0.90 4.99  0.091
C3 0.56 2.08 5.68  -0.034
C4 -0.24 3.03 5.10  0.098
C5 -0.75 2.86 3.79  -0.018
C6 -1.63 3.81 3.24  0.024
C7 -2.15 3.60 1.99  -0.014
C8 -1.76 2.48 1.24  -0.011
C9 -0.88 1.53 1.71  0.029
C10 -0.41 1.69 3.04  -0.041
H1 1.43 0.13 5.47  -0.002
H2 0.95 2.23 6.68  0.000
H3 -0.51 3.92 5.63  0.002
H4 -1.89 4.67 3.82  -0.001
H5 -2.86 4.30 1.57  0.000
H6 -2.19 2.37 0.26  0.007
C11 1.56 5.87 0.45  0.000
C12 1.84 4.40 0.37  0.002
C13 2.07 3.66 1.52  -0.004
C14 2.41 2.32 1.43  0.012
C15 2.47 1.72 0.19  0.009
C16 2.23 2.44 -0.97  0.002
C17 1.92 3.78 -0.87  -0.002
S1 3.01 0.03 0.09  -0.014
O1 3.21 -0.43 1.44  0.011
O2 4.13 -0.09 -0.79  0.003
N1 1.66 -0.73 -0.49  0.018
C18 1.56 -1.47 -1.61  0.005
C19 2.51 -1.53 -2.64  0.000
C20 2.31 -2.37 -3.72  -0.001
C21 1.20 -3.19 -3.79  0.001
C22 0.21 -3.16 -2.79  -0.001
C23 -0.94 -3.98 -2.80  0.000
C24 -1.86 -3.83 -1.78  -0.006
C25 -1.65 -2.88 -0.80  0.007
N2 -0.58 -2.08 -0.76  -0.007
C26 0.36 -2.24 -1.72  0.002
H7 1.06 6.12 1.39  0.000
H8 0.95 6.20 -0.38  0.000
H9 2.50 6.41 0.41  0.000
H10 2.02 4.13 2.49  0.000
H11 2.65 1.74 2.31  -0.005
H12 2.29 1.95 -1.93  0.001
H13 1.76 4.37 -1.76  0.000
H14 3.39 -0.91 -2.59  0.000
H15 3.03 -2.37 -4.52  0.000
H16 1.06 -3.86 -4.63  0.000
H17 -1.08 -4.70 -3.59  0.000
H18 -2.75 -4.44 -1.74  -0.001
H19 -2.37 -2.76 0.00  0.005
C27 -3.15 2.73 -2.73  -0.001
C28 -1.66 2.54 -3.01  -0.001
C29 -1.45 1.92 -4.39  0.001
C30 -0.96 3.90 -2.93  0.000
C31 -1.10 1.67 -1.98  -0.013
C32 -0.69 1.00 -1.05  0.029
H20 -3.60 3.34 -3.51  0.000
H21 -3.31 3.22 -1.77  0.000
H22 -3.66 1.77 -2.71  0.000
H23 -1.80 2.61 -5.15  0.000
H24 -1.99 0.99 -4.48  0.000
H25 -0.39 1.72 -4.56  0.000
H26 -1.46 4.62 -3.57  0.000
H27 0.08 3.82 -3.25  0.000
H28 -0.97 4.27 -1.90  0.000
N3 -3.25 -0.69 1.90  0.004
C33 -4.57 -0.62 1.67  -0.001
C34 -4.73 -0.34 0.33  0.001
C35 -3.43 -0.27 -0.17  -0.005
N4 -2.55 -0.49 0.79  0.023
H29 -2.78 -0.92 2.77  0.002
H30 -5.30 -0.77 2.44  0.000
H31 -5.64 -0.20 -0.20  0.000
H32 -3.10 -0.07 -1.17  0.000
C36 0.83 -6.78 -0.78  0.000
C37 1.09 -5.63 0.12  0.001
C38 2.32 -5.10 0.38  -0.002
C39 2.46 -4.02 1.26  -0.003
N5 1.35 -3.48 1.82  -0.003
C40 0.17 -4.00 1.60  0.017
S2 -1.18 -3.36 2.41  0.282
N6 -0.01 -5.07 0.77  0.006
C41 3.78 -3.46 1.65  -0.001
H33 1.78 -7.24 -1.07  0.000
H34 0.32 -6.45 -1.68  0.000
H35 0.21 -7.53 -0.29  0.000
H36 3.20 -5.52 -0.08  0.000
H37 -0.93 -5.45 0.63  0.000
H38 4.58 -3.98 1.14  0.001
H39 3.92 -3.53 2.72  0.000
H40 3.83 -2.40 1.40  -0.001

Summary:
2S+1	2
ΔE to the lowest compared entry with this formula, charge and spin	0.0	kcal per mole
orbital gap (alpha / beta)	6.522 / 4.470	eV
LUMO level (alpha / beta)	-3.3378 / -5.3868	eV
charge	+1
HOMO (alpha / beta)	-9.8599 / -9.8568	eV